Entry 1:
C43H32BBrF17NO20 | ωB97M-V/def2-TZVPD

ORCA input file:
```
! RIJCOSX wB97M-V def2-TZVPD def2/J DEFGRID3
* xyz 0 1
C -4.6320 -1.5089 -0.8999
C -4.4997 -2.6927 0.1994
C -4.4344 -1.9738 1.6227
N -4.7796 -2.8630 2.7881
B -5.4878 -2.0198 3.7857
Br -7.4238 -1.6407 3.4164
C -4.7937 -1.4254 5.1534
C -3.5349 -0.5238 4.7626
C -3.2806 0.7225 5.7219
F -2.5263 0.3661 6.8446
F -4.5417 1.3087 6.0542
C -2.5515 1.8474 4.8061
F -1.5000 1.1686 4.1257
F -3.5084 2.2477 3.8713
C -1.8803 3.0250 5.6438
F -0.6035 2.5281 6.0356
F -2.5795 3.2083 6.8458
C -1.5840 4.3708 4.8372
F -0.3545 4.8738 5.3505
F -1.3239 4.0118 3.5142
C -2.6462 5.5358 5.0234
F -2.7720 5.9905 6.3511
F -3.9083 4.9497 4.7193
C -2.4882 6.7868 4.0487
F -3.4677 6.6559 3.0358
F -1.2381 6.8306 3.3816
C -2.6751 8.2223 4.7033
F -2.3980 9.1502 3.6609
F -1.7065 8.5268 5.6883
C -4.1398 8.5842 5.2176
F -4.0353 9.2766 6.4198
F -4.7690 9.4392 4.2894
F -4.9968 7.5129 5.3990
H -3.6639 -0.9059 -0.8742
H -4.7514 -1.9291 -1.9440
H -5.5304 -0.8767 -0.5668
H -3.5245 -3.2524 -0.0169
H -5.3898 -3.4009 0.1214
H -5.1116 -1.0564 1.5969
H -3.3565 -1.6145 1.7812
H -3.8804 -3.1338 3.2270
H -4.5191 -2.3544 5.7659
H -5.6247 -0.8877 5.7041
H -3.6117 -0.2412 3.6644
H -2.6028 -1.1896 4.8432
O 5.0219 1.9162 3.1663
C 4.3022 1.3373 3.9614
C 4.5944 -0.0153 4.4430
C 3.7721 -0.6227 5.3014
O 4.0290 -1.8745 5.7594
C 2.5338 0.0442 5.7966
O 1.7982 -0.5492 6.5653
C 2.2542 1.4062 5.3337
C 3.0779 2.0151 4.4781
O 2.8345 3.2780 4.0411
H 5.4945 -0.4887 4.0742
H 3.2901 -2.0869 6.3613
H 1.3627 1.8855 5.7139
H 3.5694 3.4893 3.4346
O -0.0599 -0.8844 -6.7846
C -0.7790 -1.4365 -5.9700
C -0.4896 -2.7721 -5.4434
C -1.3132 -3.3495 -4.5643
O -1.0638 -4.5900 -4.0589
C -2.5483 -2.6627 -4.0931
O -3.2855 -3.2274 -3.3039
C -2.8255 -1.3166 -4.6015
C -2.0008 -0.7392 -5.4771
O -2.2406 0.5081 -5.9571
H 0.4078 -3.2569 -5.7974
H -1.8068 -4.7710 -3.4520
H -3.7165 -0.8225 -4.2373
H -1.5043 0.6958 -6.5707
O -2.7662 -4.3952 -12.1485
C -2.6025 -4.4339 -10.9427
C -2.0006 -5.5868 -10.2665
C -1.8544 -5.5954 -8.9398
O -1.2964 -6.6540 -8.2978
C -2.2966 -4.4450 -8.1015
O -2.1631 -4.4970 -6.8903
C -2.8763 -3.2825 -8.7787
C -3.0196 -3.2718 -10.1059
O -3.5521 -2.2029 -10.7495
H -1.6861 -6.4158 -10.8859
H -1.3056 -6.4176 -7.3505
H -3.1769 -2.4469 -8.1602
H -3.5486 -2.4420 -11.6964
O 0.8120 -4.1113 -2.2436
C 2.0137 -3.9284 -2.3304
C 2.8329 -3.5233 -1.1837
C 4.1439 -3.3158 -1.3248
O 4.9167 -2.9421 -0.2730
C 4.8201 -3.4838 -2.6429
O 6.0152 -3.2678 -2.7369
C 4.0060 -3.9135 -3.7833
C 2.6956 -4.1244 -3.6406
O 1.9270 -4.5282 -4.6824
H 2.3299 -3.4023 -0.2339
H 5.8205 -2.8556 -0.6326
H 4.5117 -4.0504 -4.7298
H 1.0207 -4.6110 -4.3197
O 7.2343 1.3349 1.6095
C 7.8747 2.0622 0.8749
C 9.2407 1.7476 0.4446
C 9.9113 2.5844 -0.3500
O 11.1761 2.3079 -0.7604
C 9.3043 3.8614 -0.8239
O 9.9545 4.6087 -1.5336
C 7.9305 4.1642 -0.4130
C 7.2585 3.3254 0.3793
O 5.9846 3.5874 0.7694
H 9.6700 0.8195 0.7970
H 11.4378 3.0635 -1.3207
H 7.4956 5.0850 -0.7776
H 5.7251 2.8330 1.3376
*
```

The value obtained for the electronic energy is -7513.839403 Eh. Its SMILES is CCCNB(Br)CCC(F)(F)C(F)(F)C(F)(F)C(F)(F)C(F)(F)C(F)(F)C(F)(F)C(F)(F)F.O=C1C=C(O)C(=O)C=C1O.O=C1C=C(O)C(=O)C=C1O.O=C1C=C(O)C(=O)C=C1O.O=C1C=C(O)C(=O)C=C1O.O=C1C=C(O)C(=O)C=C1O. As for the lowest unoccupied orbital energy: -1.82 eV. The value obtained for the HOMO energy is -9.709 eV. The orbital gap is 7.893 eV.

---

Entry 2:
C12H19F9N3O6S3 | ωB97M-V/def2-TZVPD

ORCA input file:
```
! RIJCOSX wB97M-V def2-TZVPD def2/J DEFGRID3
* xyz -1 1
C -1.1016 -5.5038 0.5707
C -1.5837 -4.8715 -0.3077
S -2.3631 -3.7780 -1.4160
O -3.1295 -4.6333 -2.2843
O -3.1776 -2.8953 -0.6164
N -1.3066 -3.0288 -2.3161
S -0.0005 -2.3768 -1.6160
O 1.0372 -3.3542 -1.3797
O 0.4324 -1.2752 -2.4405
C -0.4556 -1.7035 0.0007
C 0.4540 -0.5191 0.3354
C 0.9462 -0.4865 1.7779
F 0.2615 -1.3201 2.6090
F 0.6895 0.7781 2.2756
C 2.4750 -0.6194 2.0213
F 3.0908 0.4218 1.4319
F 2.7059 -0.4889 3.3552
S 3.3077 -2.2056 1.4306
F 4.7345 -1.5258 1.7031
F 3.3536 -1.6702 -0.0383
F 1.9375 -2.9161 1.2059
F 3.3548 -2.7777 2.9185
F 4.0516 -3.5134 0.9593
H -0.7518 -6.0660 1.3974
H -1.4842 -1.3799 -0.0829
H -0.3860 -2.5327 0.6902
H 1.2721 -0.4370 -0.3705
H -0.1333 0.3741 0.1689
C 2.1640 3.5355 -0.4873
O 1.8803 2.3636 -0.4008
N 3.4253 4.0192 -0.4510
C 3.7143 5.4315 -0.5603
C 4.5205 3.0755 -0.2968
H 1.3989 4.3235 -0.6067
H 4.3463 5.6220 -1.4313
H 4.2347 5.7815 0.3347
H 2.7889 5.9932 -0.6696
H 4.5162 2.3603 -1.1199
H 4.4068 2.5193 0.6337
H 5.4656 3.6134 -0.2863
C -3.8319 0.1828 -0.3900
O -2.7565 0.6907 -0.1306
N -4.9894 0.8760 -0.4891
C -6.2412 0.2212 -0.7984
C -4.9650 2.3106 -0.2802
H -3.9512 -0.8961 -0.5627
H -6.6611 0.6249 -1.7236
H -6.9598 0.3766 0.0113
H -6.0776 -0.8468 -0.9240
H -4.2976 2.7833 -1.0024
H -4.5935 2.5378 0.7205
H -5.9688 2.7142 -0.3950
*
```

The value obtained for the electronic energy is -3177.643704 Eh. As for the lowest unoccupied orbital energy: 2.35 eV. The value obtained for the HOMO energy is -5.869 eV. The orbital gap is 8.217 eV.

---

Entry 3:
C46H56BF7N14O8PS2Y | ωB97M-V/def2-TZVPD

ORCA input file:
```
! RIJCOSX wB97M-V def2-TZVPD def2/J DEFGRID3
* xyz 0 1
Y 0.0550 -0.2761 0.3486
C 0.2032 -3.5560 -3.0239
C -0.0166 -2.2794 -2.5081
N 0.4252 -2.1993 -1.2575
N 0.9224 -3.4079 -0.9482
C 0.8026 -4.2412 -1.9926
B 1.4956 -3.7130 0.4324
N 0.4056 -3.4785 1.4877
C -0.0511 -4.3627 2.3842
C -1.0018 -3.7365 3.1630
C -1.0682 -2.4381 2.6527
N -0.2100 -2.2978 1.6462
N 2.6258 -2.7148 0.7213
C 3.9089 -2.9860 1.0014
C 4.5338 -1.8011 1.3295
C 3.5258 -0.8430 1.2180
N 2.3849 -1.4081 0.8455
H -0.0512 -3.9179 -3.9984
H -0.4747 -1.4475 -3.0047
H 1.1560 -5.2523 -1.9533
H 1.9079 -4.8242 0.4920
H 0.3186 -5.3697 2.4184
H -1.5685 -4.1585 3.9684
H -1.7035 -1.6199 2.9453
H 4.2862 -3.9891 0.9505
H 5.5593 -1.6522 1.6004
H 3.5610 0.2048 1.4377
C 2.7946 5.5432 -4.7959
C 3.2421 4.0894 -4.9518
N 2.9684 3.3075 -3.7640
C 1.8493 2.5230 -3.7419
C 1.4908 1.7213 -2.7195
C 0.1929 0.9095 -2.8635
O -0.2106 0.7372 -4.0073
O -0.3067 0.4896 -1.7874
C 2.3000 1.6341 -1.5335
O 2.1140 0.8772 -0.5793
C 3.4799 2.5217 -1.5571
C 4.3340 2.5053 -0.4564
C 5.4574 3.2874 -0.4389
F 6.3139 3.2119 0.6235
C 5.7586 4.1612 -1.4908
C 4.9203 4.1657 -2.5941
C 3.7803 3.3431 -2.6653
N 6.8697 5.0178 -1.4139
C 7.7339 5.2925 -2.5175
C 7.7952 6.8059 -2.7739
N 8.2319 7.4771 -1.5176
C 7.3042 7.1630 -0.3945
C 7.2794 5.6439 -0.1918
H 2.9865 6.0883 -5.7184
H 3.3260 6.0312 -3.9805
H 1.7292 5.5808 -4.5753
H 4.3107 4.0262 -5.1889
H 2.6948 3.6364 -5.7805
H 1.2216 2.5257 -4.6228
H 4.0968 1.8430 0.3626
H 5.1535 4.8371 -3.4036
H 7.3792 4.7829 -3.4125
H 8.7580 4.9357 -2.3157
H 6.8060 7.1874 -3.0283
H 8.4989 7.0416 -3.5731
H 8.2899 8.4920 -1.6545
H 9.1659 7.1250 -1.2665
H 6.3077 7.5133 -0.6630
H 7.6365 7.6717 0.5097
H 6.5820 5.4041 0.6081
H 8.2772 5.3027 0.1232
F -0.4276 5.1681 -0.2253
C -1.2619 4.3373 0.4528
F -0.7736 4.3529 1.7028
F -2.4426 4.9582 0.4745
S -1.1907 2.6123 -0.4418
O -0.0618 2.0781 0.3140
O -0.9109 3.1369 -1.7486
N -2.5495 1.9236 -0.3211
S -2.8055 0.7201 0.7639
O -4.0933 0.0539 0.8294
O -1.7008 0.4603 1.7285
C -3.5374 2.0678 2.0044
F -4.6591 2.6864 1.5876
F -3.8570 1.4793 3.1845
F -2.6856 3.0671 2.3517
N -2.1244 -0.6412 -0.2945
C -2.8639 -1.1381 -1.1967
C -3.9173 -0.3899 -1.9116
C -5.2427 -0.7971 -1.8025
C -6.2456 -0.0765 -2.4207
C -5.9303 1.0364 -3.1818
C -4.6070 1.4133 -3.3337
C -3.5984 0.7126 -2.6968
C -2.8175 -2.5859 -1.4820
C -3.0606 -3.1015 -2.7500
C -3.0999 -4.4701 -2.9451
C -2.9207 -5.3393 -1.8808
C -2.7117 -4.8289 -0.6097
C -2.6530 -3.4624 -0.4118
H -5.4837 -1.6519 -1.1907
H -7.2794 -0.3676 -2.3001
H -6.7186 1.6059 -3.6552
H -4.3587 2.2739 -3.9369
H -2.5703 1.0113 -2.8141
H -3.1982 -2.4235 -3.5785
H -3.2945 -4.8606 -3.9331
H -2.9699 -6.4095 -2.0342
H -2.6193 -5.4949 0.2365
H -2.5141 -3.0499 0.5755
C 0.8339 3.2293 5.2492
N 0.5355 2.1162 4.3857
C -0.8249 1.6356 4.5047
P 1.6596 1.2644 3.4877
O 1.0300 0.4385 2.4474
N 2.7527 2.3812 2.8661
C 2.1232 3.4535 2.1244
C 4.0386 2.6978 3.4282
N 2.6535 0.3042 4.4880
C 2.4076 -1.1237 4.4537
C 2.9647 0.7724 5.8218
H 0.1351 4.0482 5.0425
H 1.8494 3.5893 5.0848
H 0.7318 2.9512 6.3085
H -1.5221 2.4581 4.3446
H -1.0093 1.2071 5.4976
H -1.0009 0.8949 3.7311
H 1.2841 3.0390 1.5678
H 2.8393 3.8717 1.4125
H 1.7609 4.2615 2.7691
H 4.4538 1.8028 3.8823
H 4.0037 3.5058 4.1744
H 4.7082 3.0199 2.6255
H 2.0648 -1.3983 3.4588
H 1.6587 -1.4331 5.1926
H 3.3388 -1.6552 4.6681
H 3.0942 1.8506 5.8228
H 3.8976 0.3086 6.1549
H 2.1833 0.5073 6.5436
*
```

The value obtained for the electronic energy is -5055.211722 Eh. As for the lowest unoccupied orbital energy: -2.10 eV. The value obtained for the HOMO energy is -7.011 eV. The orbital gap is 4.915 eV.